# 1
174
Properties=species:S:1:pos:R:3:forces:R:3 method="wB97M-V/def2-TZVPD" multiplicity=2 total_charge=+1 s2=0.756 homo_lumo_gap_ev="8.8 / 3.7"
C -8.06939 0.35172 1.13220 -1.11 -1.71 -0.27
C -6.81690 -0.52367 1.20121 0.77 -0.20 2.30
O -5.54264 0.08174 0.95529 -0.38 -0.87 -1.31
O -9.20792 -0.41635 1.61560 0.66 0.14 0.32
H -8.37586 0.57716 0.11074 0.68 0.94 -0.04
H -8.03043 1.17017 1.85104 0.25 0.30 -0.56
H -6.89338 -1.53837 0.81055 -0.03 0.52 -1.44
H -6.74753 -0.87119 2.23200 -0.41 0.36 0.73
H -5.45115 0.86410 1.50406 -0.26 0.43 0.18
H -9.30790 -1.18103 1.04390 -0.09 -0.10 -0.09
C 7.99795 1.02462 -4.01040 -0.01 -0.60 1.12
C 7.34817 0.86063 -2.58653 0.11 0.07 -2.34
O 8.35228 0.71958 -1.63289 0.34 -0.51 0.54
O 7.00664 1.30422 -4.97170 -0.84 0.80 0.02
H 8.42661 0.08093 -4.34774 0.53 -0.11 0.61
H 8.77796 1.77371 -3.87423 0.02 0.26 -0.50
H 6.77462 -0.06183 -2.67712 -0.59 0.14 0.30
H 6.75394 1.74247 -2.34707 -0.38 -0.06 -0.27
H 8.04480 -0.01574 -1.09778 0.55 0.05 0.37
H 7.37628 1.29132 -5.85759 0.19 -0.03 0.05
C 4.60869 6.09050 -0.04977 0.08 0.17 2.19
C 3.19848 5.75723 0.61056 2.00 -1.15 -0.42
O 2.95612 6.26452 1.91099 0.37 1.50 -0.63
O 5.63944 5.36854 0.65748 -0.36 -0.41 -0.53
H 4.96638 7.11968 -0.01888 -0.91 0.39 -0.03
H 4.58931 5.82537 -1.10686 -0.08 -0.47 0.07
H 3.29222 4.69095 0.81635 -0.01 -0.50 -0.78
H 2.51868 5.89173 -0.23080 -0.99 0.59 0.60
H 2.25185 5.80926 2.37826 -0.09 -0.15 -0.41
H 6.16181 5.98461 1.17631 -0.10 0.02 -0.04
C 4.00664 3.25350 3.96278 0.20 -0.09 1.19
O 3.01379 2.69701 4.80366 0.52 -0.90 0.91
C 3.51508 1.60528 5.64603 -2.18 0.16 -0.12
C 2.68666 1.47607 6.94233 -0.06 -0.91 -0.83
N 1.24605 1.07271 6.76077 1.83 0.61 0.59
C 0.56574 0.95633 8.04929 -1.18 -0.07 -0.18
C -0.94607 0.91042 7.81053 0.17 -0.53 2.50
O -1.40119 2.11152 7.33017 -2.33 1.72 -3.12
C -2.73888 1.96274 6.72501 1.09 -0.54 -0.41
H 4.77304 3.68496 4.60665 0.03 0.73 -0.07
H 3.49181 4.00369 3.36255 0.50 -0.09 -0.22
H 4.59795 2.51098 3.42694 -0.47 -0.30 -0.71
H 4.55056 1.66688 5.98082 0.21 0.45 -0.52
H 3.32324 0.71097 5.05315 0.48 -0.32 0.02
H 2.94444 2.32641 7.57368 -0.80 0.54 0.08
H 3.15900 0.64726 7.46966 0.02 -0.27 0.05
H 0.77773 1.76132 6.18928 -0.11 0.28 0.11
H 0.75787 1.74062 8.78147 0.22 0.59 -0.24
H 0.81770 0.05202 8.60322 0.28 -0.35 -0.40
H -1.49804 0.94340 8.74985 0.50 -1.36 0.89
H -1.24307 -0.00765 7.30354 -0.04 0.17 -0.75
H -3.54096 1.57997 7.35608 0.31 0.26 0.84
H -2.67469 1.19782 5.95114 0.24 -0.15 -0.26
H -3.10511 2.85082 6.20996 0.57 0.36 0.51
C -4.34343 -2.93873 -5.80216 -0.69 -0.44 0.65
O -3.05066 -3.42153 -5.76141 2.22 -1.13 0.49
C -2.56095 -3.82017 -4.45462 -0.43 0.46 -0.49
C -1.10175 -4.27677 -4.48240 0.41 0.73 1.00
N -0.74522 -5.25834 -3.37540 -0.14 1.76 -0.36
C -0.64907 -4.55528 -2.06068 -0.61 -2.10 0.60
C -0.13805 -5.58778 -0.98818 0.54 1.39 -2.28
O 1.16495 -5.93913 -1.50036 -1.34 0.76 1.37
C 1.91012 -6.78690 -0.65698 1.44 0.19 -1.64
H -4.41264 -1.96174 -5.32383 -0.17 0.28 -0.03
H -4.96903 -3.64815 -5.26044 -0.56 0.12 0.12
H -4.69984 -2.90505 -6.83169 0.26 0.15 0.02
H -3.16286 -4.57125 -3.94307 -0.43 -0.50 -0.52
H -2.65220 -2.95573 -3.79695 0.07 0.39 0.14
H -0.50694 -3.38531 -4.28344 0.20 0.40 0.00
H -0.73089 -4.54108 -5.47271 -0.49 -0.85 0.10
H 0.24995 -5.35261 -3.51976 0.26 -0.89 -0.54
H -1.61438 -4.20756 -1.69278 -0.18 0.27 -0.27
H 0.09059 -3.75499 -2.08361 0.03 0.44 -0.07
H -0.74725 -6.49118 -0.95901 -0.21 0.13 0.28
H -0.08711 -5.03428 -0.05056 0.17 -0.48 0.32
H 2.35394 -6.35029 0.23773 -0.80 0.26 0.44
H 2.76447 -6.82852 -1.33259 0.54 -1.23 0.37
H 1.44098 -7.75898 -0.50502 0.02 0.07 0.18
C 4.16976 2.11500 -0.42451 1.27 -1.11 -0.06
O 2.97170 1.41586 -0.38747 -3.55 0.09 1.53
C 1.93941 1.97614 0.51735 3.19 1.83 -2.36
C 0.92430 0.98552 0.73829 -1.85 -1.56 -0.88
N 0.56834 0.23313 -0.53869 -0.19 -1.67 3.14
C -0.48210 -0.83616 -0.39876 -0.73 3.49 -0.68
C -0.28554 -1.86040 0.74075 0.70 -1.55 -0.80
O -1.45253 -2.51456 0.99753 -0.89 0.49 -0.11
C -2.49979 -1.85395 1.69488 -0.70 -1.40 0.37
H 4.68885 2.12535 0.53390 -0.21 0.25 0.38
H 4.12433 3.12826 -0.82368 -0.04 -0.19 -0.35
H 4.68283 1.34390 -0.99920 1.06 1.07 -0.63
H 1.48814 2.84123 0.03149 0.14 0.22 -0.13
H 2.49101 2.34485 1.38216 -0.50 -0.28 0.54
H 0.03429 1.44583 1.16739 -0.05 -0.45 0.26
H 1.38229 0.18945 1.32531 -0.33 -0.30 0.51
H 1.48917 -0.05087 -0.84122 0.40 -0.16 -1.51
H -0.82450 -1.24837 -1.34794 0.89 -0.39 -0.08
H -1.35079 -0.25737 -0.08494 -0.23 0.18 0.21
H 0.20422 -1.42242 1.61047 0.00 0.01 0.07
H 0.23495 -2.68312 0.25053 1.15 0.22 0.43
H -3.26263 -2.63123 1.73954 -0.21 0.16 -0.10
H -2.98472 -1.03103 1.16975 0.42 0.39 0.11
H -2.23491 -1.72036 2.74373 0.24 0.78 -0.05
C -2.33479 -5.40212 1.91366 1.79 0.06 -0.45
C -1.00754 -5.40079 2.66850 -0.32 1.67 0.79
C -1.33099 -5.74349 4.09991 0.41 -0.68 0.91
O -0.00032 -6.19697 2.13211 0.24 -0.96 -0.50
H -2.75717 -6.39978 2.03345 -0.73 0.40 0.24
H -2.20818 -5.20900 0.84840 0.03 0.01 -0.03
H -2.77442 -4.51200 2.36369 -1.06 -0.69 -0.09
H -0.59559 -4.39271 2.71482 -0.22 0.61 -0.43
H -1.26491 -6.83091 4.13511 -0.67 -0.17 0.38
H -2.27374 -5.32908 4.45709 -0.27 -0.41 -0.33
H -0.63718 -5.39380 4.86440 0.57 0.16 -0.31
H 0.72598 -6.17852 2.75962 0.19 -0.18 0.01
C -2.26520 5.93790 -2.35429 -0.89 -1.04 -0.56
C -1.40009 5.68008 -1.14097 0.85 -0.15 -0.06
C -0.73324 4.31579 -1.12389 -1.19 -0.67 0.21
O -0.38638 6.62776 -1.05857 0.79 1.43 0.51
H -3.03952 5.17533 -2.43794 -0.25 -0.19 0.28
H -1.73036 5.78082 -3.29098 0.45 0.35 0.04
H -2.81342 6.87864 -2.40518 0.49 0.18 0.36
H -1.95605 5.72503 -0.20449 -0.31 0.36 -0.06
H -0.26531 4.06578 -0.17171 -0.12 0.43 0.27
H 0.03995 4.13688 -1.87108 -0.35 0.10 -0.49
H -1.61724 3.68525 -1.21901 0.43 -0.98 -0.36
H 0.30526 6.37372 -1.67395 0.05 0.16 -0.14
C -4.23182 4.08717 3.40904 1.37 0.87 -0.66
C -4.30311 3.39002 2.01397 1.55 -0.82 2.00
C -3.02306 2.41625 1.76753 -2.52 1.65 -0.43
O -5.42789 2.55308 2.08828 -0.62 -0.77 -0.54
H -4.91808 4.93390 3.39508 -0.18 -0.12 0.34
H -3.24439 4.51072 3.59252 0.25 0.48 -0.52
H -4.29882 3.51884 4.33675 -0.85 -0.73 -0.53
H -4.47629 4.15348 1.25552 0.49 -0.07 -0.25
H -3.11907 1.69396 2.57819 0.76 0.09 0.07
H -2.13495 3.04014 1.66696 0.16 -0.25 0.64
H -3.14997 1.90390 0.81385 -0.17 -0.12 -0.05
H -6.21177 3.09265 2.21476 -0.15 0.01 0.04
C -5.15586 -1.97930 -1.95404 -1.28 0.29 -0.40
C -5.30489 -3.42053 -1.59874 -0.47 -1.37 3.38
C -5.79906 -3.81527 -0.16612 1.38 1.35 -0.20
O -6.30261 -3.98739 -2.39648 -0.18 0.18 -1.94
H -6.10832 -1.45005 -1.92526 -0.50 -0.35 -0.16
H -4.90588 -2.08332 -3.00987 0.63 1.02 0.00
H -4.60031 -1.31636 -1.29073 0.91 -0.56 -0.25
H -4.32912 -3.90607 -1.61347 0.28 -0.20 -0.94
H -6.85295 -3.54093 -0.11951 0.03 -0.57 0.36
H -5.22396 -3.28966 0.59618 -0.13 0.47 0.21
H -5.49311 -4.84256 0.03173 -0.88 -0.31 -0.23
H -6.28374 -4.94674 -2.42621 0.27 -0.02 0.22
C 4.11372 3.42960 -6.80729 -0.49 -1.06 0.17
C 3.97060 3.71226 -5.29688 0.49 -0.16 -0.78
C 3.14382 2.82480 -4.42573 -2.16 -0.20 -0.08
O 5.21387 3.64768 -4.64424 1.13 0.98 -0.28
H 3.20555 3.52473 -7.40250 -0.30 0.75 0.32
H 4.29170 2.37342 -7.00954 0.78 -0.21 0.23
H 4.89378 4.05940 -7.23503 -0.03 -0.12 0.07
H 3.61949 4.74414 -5.30235 -0.08 0.12 0.73
H 2.12025 2.77447 -4.79702 -0.38 0.02 0.13
H 3.13352 3.24850 -3.42150 -0.09 0.14 0.00
H 3.44081 1.78522 -4.28723 0.62 0.03 -0.50
H 5.62597 2.83589 -4.94884 0.55 -0.33 0.17
C 2.70344 -1.81048 -2.79133 0.92 -1.33 1.01
C 3.08097 -2.90925 -3.81801 1.96 0.93 -1.17
C 4.59572 -3.38202 -3.79830 -0.83 0.24 0.88
O 2.21483 -3.99446 -3.72587 -0.30 -0.24 0.18
H 1.62109 -1.68630 -2.75670 0.06 0.33 -0.23
H 3.30217 -0.90703 -2.67560 -0.22 0.39 -1.20
H 3.01880 -2.25004 -1.84506 -0.46 -0.50 0.60
H 2.97561 -2.53451 -4.83613 -0.40 0.23 0.01
H 4.87030 -3.94373 -4.69116 -0.19 0.30 -0.12
H 4.80502 -4.05864 -2.96976 -0.34 -0.19 0.29
H 5.29258 -2.56420 -3.61485 -0.09 0.25 -0.43
H 2.46860 -4.48414 -2.94010 -0.23 -0.44 0.31

# 2
120
Properties=species:S:1:pos:R:3:forces:R:3 method="wB97M-V/def2-TZVPD" homo_lumo_gap_ev=8.0
O 0.59463 1.17406 2.15684 -1.31 -1.13 0.63
P 0.44604 -0.32106 1.27717 1.39 0.53 0.89
I 1.04158 0.11310 -1.06766 -0.46 0.51 0.12
Si -1.74005 -0.78206 1.20840 -0.87 2.29 0.34
O -2.54438 0.80023 1.21638 -1.47 -2.94 -0.79
Si -4.26528 0.62605 0.90544 1.59 1.12 1.06
H 0.08007 1.13361 3.03490 0.98 -0.12 -2.09
H -2.02467 -1.58657 0.02543 -0.13 -0.03 -0.48
H -2.05922 -1.59396 2.40711 -0.55 0.29 -0.52
H -4.65110 1.65093 -0.09056 0.06 -0.14 -0.19
H -4.65473 -0.73245 0.45943 0.21 0.06 0.00
H -4.94973 0.99225 2.16843 0.23 -0.16 -0.25
C 0.94764 -3.06448 6.81645 -0.20 0.02 0.01
C 1.89758 -3.31613 5.65523 -0.04 -0.38 0.51
C 2.07624 -2.09958 4.74850 0.22 -0.25 -0.24
C 0.82864 -1.72184 4.07058 -0.82 0.29 -0.10
N -0.16209 -1.42371 3.54540 1.67 -0.39 1.66
H -0.06354 -2.83562 6.46555 0.07 0.03 0.07
H 0.88563 -3.95221 7.45208 0.00 0.13 -0.04
H 1.29530 -2.22903 7.43264 -0.05 -0.07 -0.04
H 1.53593 -4.17272 5.07161 0.13 0.18 -0.01
H 2.87840 -3.59810 6.05974 -0.32 0.19 -0.33
H 2.83569 -2.33021 3.99032 -0.19 0.16 0.01
H 2.45420 -1.25222 5.32866 -0.18 0.03 -0.12
C -9.96675 0.33235 0.17139 0.02 -0.11 0.06
C -10.09540 1.34111 1.30276 -0.38 -0.22 -0.13
C -8.75556 1.93215 1.73817 -0.20 0.25 0.26
C -7.85821 0.91813 2.30857 0.78 -0.81 0.41
N -7.15141 0.11064 2.74970 -1.12 0.94 -0.52
H -9.37153 -0.53529 0.47292 0.00 0.10 0.01
H -10.95510 -0.02976 -0.12514 0.26 0.12 0.04
H -9.49389 0.78595 -0.70564 -0.14 -0.12 0.07
H -10.59378 0.86450 2.15693 0.15 0.17 -0.06
H -10.74727 2.15939 0.97010 0.18 -0.06 0.14
H -8.93812 2.70833 2.49250 0.21 -0.17 -0.06
H -8.26899 2.42263 0.88957 0.08 -0.14 0.08
C 4.31937 2.19810 -0.11836 -0.03 0.11 0.14
C 4.34751 2.28915 -1.63660 -0.46 -0.09 0.20
C 5.76231 2.33778 -2.21110 -0.19 -0.01 -0.33
C 6.48927 3.54679 -1.80041 0.74 0.89 0.36
N 7.06052 4.49937 -1.46504 -0.74 -1.13 -0.46
H 4.77126 3.08066 0.34518 0.00 -0.09 -0.04
H 3.28718 2.12852 0.23615 0.14 0.00 -0.02
H 4.85897 1.31180 0.23072 -0.04 0.05 0.00
H 3.77915 3.17230 -1.95624 0.12 -0.14 -0.02
H 3.83201 1.41238 -2.04977 0.19 0.23 -0.06
H 5.70163 2.31586 -3.30684 0.15 0.08 0.18
H 6.32116 1.44766 -1.90642 0.07 0.17 0.04
C 1.54699 4.21823 -4.55278 -0.08 0.10 -0.01
C 1.03679 3.31454 -5.66504 0.31 0.43 -0.20
C 0.47784 1.98753 -5.15446 -0.11 -0.06 -0.35
C 1.50738 1.15994 -4.51107 0.71 -0.67 0.59
N 2.32350 0.51546 -3.99647 -0.94 0.81 -0.78
H 2.38262 3.75984 -4.01464 -0.13 0.02 0.03
H 1.89986 5.16598 -4.96894 -0.02 -0.11 0.02
H 0.75293 4.43834 -3.83199 0.27 -0.06 -0.15
H 1.84713 3.13224 -6.38286 -0.22 -0.04 0.07
H 0.24275 3.84259 -6.20899 0.10 -0.23 0.04
H 0.05407 1.43156 -6.00070 0.12 -0.08 0.24
H -0.34186 2.17128 -4.45318 0.17 -0.12 0.11
C -15.08823 -0.51324 -2.58664 -0.07 0.14 -0.01
C -14.27550 -1.72523 -3.01639 -0.40 0.05 -0.23
C -12.98218 -1.89606 -2.22128 0.07 -0.33 -0.20
C -12.04519 -0.78484 -2.43592 0.80 0.94 -0.15
N -11.31380 0.10022 -2.60310 -1.07 -1.17 0.01
H -14.53951 0.41857 -2.75583 -0.04 -0.11 0.05
H -16.01789 -0.46002 -3.16008 0.09 0.02 0.10
H -15.34708 -0.57208 -1.52453 0.01 0.03 -0.10
H -14.05278 -1.64924 -4.08866 0.06 -0.08 0.22
H -14.89024 -2.62481 -2.88210 0.24 0.09 -0.02
H -12.49786 -2.83216 -2.52777 0.08 0.25 0.11
H -13.20781 -1.99001 -1.15464 0.11 0.13 -0.05
C 3.75949 -5.06249 1.51317 -0.10 0.08 -0.06
C 5.22936 -5.32777 1.80163 -0.07 0.14 -0.41
C 5.47519 -5.90623 3.19412 0.39 0.12 -0.01
C 5.09954 -4.96872 4.26126 -0.43 0.63 0.86
N 4.79254 -4.22687 5.09889 0.64 -0.91 -1.12
H 3.34510 -4.31408 2.19593 0.01 -0.08 -0.05
H 3.63725 -4.68589 0.49377 -0.05 -0.04 0.13
H 3.16988 -5.97990 1.60942 0.03 0.10 0.00
H 5.79654 -4.39661 1.67359 -0.02 -0.20 0.10
H 5.61027 -6.03744 1.05567 0.06 0.08 0.30
H 6.54085 -6.14910 3.29474 -0.41 0.11 0.14
H 4.92350 -6.84375 3.31307 0.02 0.13 0.12
C -2.05939 5.91556 0.72390 0.06 0.11 0.12
C -2.53956 5.30468 -0.58391 -0.22 0.36 0.10
C -1.74501 4.06737 -0.99844 -0.23 -0.07 -0.24
C -0.33764 4.37860 -1.28356 1.20 0.10 -0.06
N 0.77450 4.62988 -1.49850 -1.44 -0.25 0.42
H -1.02628 6.26870 0.64657 -0.09 -0.09 0.01
H -2.68406 6.77230 0.99169 0.08 -0.09 0.01
H -2.11388 5.18724 1.53945 0.03 0.08 -0.07
H -2.49606 6.06445 -1.37512 0.00 -0.20 0.06
H -3.59441 5.02188 -0.47205 0.20 -0.06 -0.12
H -2.20214 3.63691 -1.89874 0.23 -0.01 0.11
H -1.80490 3.30432 -0.21638 0.19 0.00 -0.05
C 4.95651 7.12084 -4.29016 -0.11 0.00 0.13
C 6.02388 6.42470 -5.12096 0.06 -0.03 0.47
C 5.82059 6.59244 -6.62582 0.34 -0.19 -0.05
C 4.58058 5.95887 -7.09465 -1.08 -0.40 -0.49
N 3.59546 5.46408 -7.45649 1.25 0.58 0.51
H 3.96349 6.70111 -4.47920 0.09 0.06 -0.01
H 5.17038 7.00090 -3.22442 -0.05 0.02 -0.13
H 4.92496 8.19248 -4.51185 -0.02 -0.08 0.02
H 6.04750 5.35884 -4.85918 0.05 0.18 -0.13
H 7.00372 6.84020 -4.85176 -0.13 -0.14 -0.17
H 6.67081 6.13930 -7.15174 -0.27 0.05 -0.05
H 5.81574 7.65507 -6.88706 -0.16 -0.11 -0.04
C 8.77914 -9.47646 5.68429 -0.12 -0.01 0.10
C 9.72902 -9.72812 4.52303 -0.06 -0.38 0.28
C 9.90766 -8.51155 3.61631 0.29 -0.21 -0.20
C 8.66001 -8.13379 2.93846 -0.97 0.45 -0.54
N 7.66923 -7.83564 2.41340 1.41 -0.60 0.59
H 7.76796 -9.24757 5.33343 0.11 0.01 0.03
H 8.71714 -10.36419 6.31992 -0.01 0.14 -0.04
H 9.12685 -8.64102 6.30047 -0.06 -0.08 -0.04
H 9.36733 -10.58469 3.93942 0.13 0.20 0.01
H 10.70987 -10.01012 4.92750 -0.12 0.10 -0.21
H 10.66706 -8.74217 2.85808 -0.23 0.17 0.02
H 10.28565 -7.66420 4.19646 -0.17 0.02 -0.10